1.
{
  "formula": "C18H60O22P4",
  "method": "ωB97M-V/def2-TZVPD",
  "total_charge": 0,
  "gap_ev": 9.420,
  "smiles": "COP(=O)(OC)OC.COP(=O)(OC)OC.COP(=O)(OC)OC.COP(=O)(OC)OC.CO.CO.CO.CO.CO.CO",
  "e_above_lowest_ev": 1.005,
  "molar_mass_g_mol": 752.55,
  "symbols": ["C", "O", "P", "O", "O", "C", "O", "C", "H", "H", "H", "H", "H", "H", "H", "H", "H", "C", "O", "P", "O", "O", "C", "O", "C", "H", "H", "H", "H", "H", "H", "H", "H", "H", "C", "O", "P", "O", "O", "C", "O", "C", "H", "H", "H", "H", "H", "H", "H", "H", "H", "C", "O", "P", "O", "O", "C", "O", "C", "H", "H", "H", "H", "H", "H", "H", "H", "H", "C", "O", "H", "H", "H", "H", "C", "O", "H", "H", "H", "H", "C", "O", "H", "H", "H", "H", "C", "O", "H", "H", "H", "H", "C", "O", "H", "H", "H", "H", "C", "O", "H", "H", "H", "H"],
  "coordinates": [[2.875, 2.848, 0.710], [1.711, 2.026, 0.507], [1.826, 0.507, 0.936], [2.363, 0.247, 2.280], [0.345, -0.011, 0.646], [-0.641, -0.151, 1.702], [2.681, -0.218, -0.215], [2.194, -0.173, -1.562], [2.886, 3.576, -0.102], [3.770, 2.249, 0.535], [2.940, 3.418, 1.633], [-1.472, 0.465, 1.371], [-0.258, 0.188, 2.662], [-0.926, -1.196, 1.762], [2.598, 0.705, -2.065], [1.116, -0.250, -1.695], [2.638, -1.050, -2.033], [-2.878, 0.837, -1.596], [-2.299, 0.735, -2.900], [-3.144, 0.088, -4.088], [-4.367, 0.828, -4.434], [-2.073, 0.033, -5.278], [-0.851, -0.713, -5.096], [-3.327, -1.460, -3.661], [-4.595, -2.072, -3.645], [-3.844, 0.337, -1.569], [-2.937, 1.867, -1.258], [-2.222, 0.365, -0.861], [-1.154, -1.729, -4.845], [-0.326, -0.288, -4.236], [-0.179, -0.647, -5.943], [-5.394, -1.404, -3.974], [-4.940, -2.415, -2.665], [-4.657, -2.959, -4.278], [-1.144, 4.088, -0.158], [-1.722, 3.059, 0.636], [-3.098, 3.255, 1.416], [-3.455, 2.211, 2.376], [-2.953, 4.713, 2.043], [-3.427, 5.018, 3.362], [-4.111, 3.466, 0.194], [-5.504, 3.728, 0.333], [-0.131, 4.349, 0.149], [-1.735, 5.003, -0.112], [-1.079, 3.717, -1.182], [-3.964, 5.965, 3.297], [-2.581, 5.193, 4.025], [-4.073, 4.222, 3.726], [-5.704, 4.626, -0.254], [-5.906, 3.873, 1.335], [-6.020, 2.899, -0.152], [-0.048, -7.406, -0.006], [-1.376, -7.131, 0.468], [-2.228, -5.967, -0.159], [-3.607, -5.798, 0.337], [-1.273, -4.680, 0.036], [-1.556, -3.408, -0.560], [-2.152, -6.323, -1.722], [-2.976, -5.739, -2.696], [0.690, -7.144, 0.741], [0.220, -6.940, -0.959], [-0.089, -8.451, -0.319], [-2.479, -3.275, -1.118], [-0.717, -3.000, -1.125], [-1.565, -2.781, 0.336], [-4.025, -5.917, -2.402], [-3.021, -6.315, -3.621], [-2.943, -4.663, -2.852], [7.032, 3.985, -0.361], [6.152, 3.500, 0.616], [7.516, 4.939, -0.109], [7.874, 3.345, -0.617], [6.504, 4.286, -1.270], [6.036, 4.142, 1.320], [-3.277, -0.772, 4.256], [-2.660, -1.804, 3.498], [-2.659, 0.104, 4.426], [-4.252, -0.589, 3.790], [-3.551, -1.127, 5.261], [-2.981, -2.664, 3.773], [3.641, 5.633, -1.964], [2.504, 6.424, -2.186], [3.475, 4.575, -2.197], [4.443, 5.923, -2.645], [3.953, 5.701, -0.921], [1.680, 5.990, -2.393], [5.496, -1.713, 3.307], [5.159, -0.681, 2.411], [4.929, -2.641, 3.194], [6.561, -1.922, 3.206], [5.374, -1.347, 4.335], [4.269, -0.348, 2.580], [5.344, -2.458, -1.562], [5.112, -3.134, -2.776], [4.838, -1.493, -1.493], [5.034, -3.086, -0.727], [6.404, -2.289, -1.338], [5.634, -2.759, -3.487], [0.227, -1.389, 4.830], [1.287, -0.413, 4.750], [-0.635, -0.711, 4.877], [0.113, -1.934, 3.897], [0.185, -1.977, 5.742], [1.535, -0.325, 3.814]],
  "lowdin_charge": [-0.08, -0.21, 0.43, -0.22, -0.22, -0.05, -0.20, -0.09, 0.06, 0.08, 0.10, 0.07, 0.08, 0.06, 0.09, 0.08, 0.08, -0.06, -0.21, 0.40, -0.22, -0.21, -0.08, -0.22, -0.13, 0.09, 0.06, 0.08, 0.08, 0.07, 0.09, 0.08, 0.09, 0.09, -0.08, -0.22, 0.38, -0.22, -0.22, -0.08, -0.24, -0.08, 0.08, 0.09, 0.09, 0.09, 0.09, 0.08, 0.09, 0.09, 0.09, -0.09, -0.19, 0.39, -0.23, -0.21, -0.08, -0.21, -0.12, 0.09, 0.08, 0.09, 0.08, 0.09, 0.08, 0.09, 0.09, 0.07, -0.18, -0.11, 0.08, 0.08, 0.06, 0.08, -0.16, -0.14, 0.07, 0.08, 0.08, 0.08, -0.19, -0.11, 0.07, 0.08, 0.07, 0.07, -0.18, -0.13, 0.07, 0.07, 0.08, 0.03, -0.17, -0.12, 0.06, 0.08, 0.08, 0.07, -0.14, -0.15, 0.05, 0.07, 0.08, 0.00]
}



2.
{
  "formula": "H4N4",
  "method": "ωB97M-V/def2-TZVPD",
  "total_charge": 0,
  "gap_ev": 9.679,
  "e_above_lowest_ev": 4.821,
  "molar_mass_g_mol": 60.06,
  "symbols": ["N", "N", "N", "N", "H", "H", "H", "H"],
  "coordinates": [[0.431, -1.084, 0.724], [1.085, -0.109, -1.203], [-0.575, 0.715, 0.281], [0.433, -0.010, -0.189], [1.424, -1.402, 0.670], [1.027, 0.425, -2.137], [0.220, -0.415, 1.695], [-0.612, 1.708, 0.209]],
  "lowdin_charge": [0.03, 0.09, 0.00, -0.52, 0.08, 0.12, 0.18, 0.01]
}



3.
{
  "formula": "C32H32N4PSSn",
  "method": "ωB97M-V/def2-TZVPD",
  "total_charge": 3,
  "gap_ev": 7.574,
  "e_above_lowest_ev": 0.000,
  "molar_mass_g_mol": 654.39,
  "symbols": ["Sn", "C", "C", "C", "C", "C", "C", "P", "C", "C", "C", "C", "C", "C", "C", "C", "C", "C", "C", "C", "H", "H", "H", "H", "H", "H", "H", "H", "H", "H", "H", "H", "H", "H", "C", "N", "C", "C", "N", "C", "S", "C", "C", "C", "C", "C", "N", "H", "H", "H", "H", "H", "H", "H", "H", "H", "C", "C", "C", "C", "C", "N", "H", "H", "H", "H", "H", "H", "H", "H", "H"],
  "coordinates": [[1.594, -1.193, -0.087], [1.355, 0.397, 4.927], [0.310, 1.199, 4.477], [0.218, 1.556, 3.139], [1.174, 1.101, 2.234], [2.217, 0.286, 2.693], [2.314, -0.062, 4.035], [1.301, 1.528, 0.485], [2.181, 3.094, 0.388], [2.812, 3.635, 1.507], [3.436, 4.873, 1.401], [3.443, 5.550, 0.190], [2.832, 4.997, -0.933], [2.206, 3.768, -0.839], [-0.365, 1.827, -0.201], [-1.262, 2.725, 0.377], [-2.596, 2.744, -0.010], [-3.055, 1.849, -0.967], [-2.164, 1.010, -1.628], [-0.829, 1.052, -1.270], [1.429, 0.145, 5.978], [-0.430, 1.565, 5.179], [-0.603, 2.183, 2.821], [3.014, -0.019, 2.021], [3.143, -0.666, 4.383], [2.815, 3.112, 2.455], [3.916, 5.306, 2.268], [3.930, 6.515, 0.115], [2.845, 5.530, -1.875], [1.727, 3.339, -1.714], [-0.902, 3.428, 1.119], [-3.283, 3.444, 0.449], [-4.106, 1.822, -1.231], [-2.523, 0.346, -2.406], [-1.065, 1.704, -4.642], [-0.953, 0.230, -4.520], [-1.373, -0.627, -5.515], [-0.925, -1.855, -5.195], [-0.238, -1.751, -3.993], [-0.294, -0.464, -3.591], [0.489, 0.236, -2.190], [0.514, -2.885, -3.456], [0.995, -3.807, -4.363], [1.620, -4.942, -3.873], [1.737, -5.101, -2.504], [1.259, -4.090, -1.693], [0.656, -2.981, -2.145], [-1.959, 1.928, -5.215], [-0.190, 2.074, -5.173], [-1.132, 2.169, -3.668], [-1.946, -0.290, -6.364], [-1.079, -2.794, -5.698], [0.920, -3.651, -5.430], [2.007, -5.686, -4.558], [2.203, -5.975, -2.072], [1.360, -4.180, -0.620], [-1.099, -2.736, 4.214], [-1.935, -2.288, 2.996], [-2.749, -3.467, 2.434], [-2.845, -1.107, 3.363], [-0.981, -1.844, 1.952], [-0.250, -1.496, 1.138], [-1.791, -3.031, 5.003], [-0.472, -1.925, 4.587], [-0.472, -3.595, 3.972], [-3.421, -3.812, 3.220], [-2.106, -4.299, 2.144], [-3.351, -3.164, 1.576], [-3.481, -1.422, 4.190], [-3.484, -0.822, 2.526], [-2.265, -0.239, 3.683]],
  "lowdin_charge": [1.18, -0.04, -0.04, -0.07, -0.43, -0.18, -0.04, 0.97, -0.35, -0.06, -0.04, -0.03, -0.05, -0.09, -0.38, -0.05, -0.02, -0.02, -0.08, -0.50, 0.13, 0.13, 0.10, 0.07, 0.13, 0.11, 0.12, 0.13, 0.12, 0.10, 0.12, 0.13, 0.13, 0.12, 0.05, -0.07, 0.04, 0.03, 0.05, -0.46, 0.93, -0.24, 0.03, 0.01, 0.00, -0.16, 0.03, 0.12, 0.12, 0.08, 0.16, 0.15, 0.13, 0.14, 0.13, 0.09, -0.01, -0.56, -0.02, -0.01, -0.04, 0.08, 0.11, 0.08, 0.10, 0.11, 0.10, 0.10, 0.11, 0.10, 0.08]
}



4.
{
  "formula": "C28H15BrCl8FMoN2O4",
  "method": "ωB97M-V/def2-TZVPD",
  "total_charge": 1,
  "multiplicity": 3,
  "gap_ev": [5.971, 4.911],
  "s2": 2.022,
  "e_above_lowest_ev": 0.000,
  "molar_mass_g_mol": 921.90,
  "symbols": ["Mo", "C", "O", "C", "C", "C", "Br", "C", "C", "C", "O", "C", "N", "C", "C", "C", "C", "C", "C", "N", "H", "H", "H", "H", "H", "H", "H", "H", "H", "H", "H", "Cl", "C", "C", "C", "Cl", "C", "Cl", "C", "Cl", "C", "Cl", "F", "C", "C", "C", "C", "C", "C", "H", "H", "H", "H", "Cl", "C", "Cl", "Cl", "C", "O", "O"],
  "coordinates": [[0.977, 0.882, 1.419], [0.888, 1.999, -0.039], [0.826, 2.740, -1.031], [-0.027, 3.916, -0.950], [0.579, 5.145, -0.995], [-0.252, 6.253, -0.951], [0.505, 7.976, -1.025], [-1.622, 6.099, -0.839], [-2.201, 4.834, -0.772], [-1.391, 3.699, -0.859], [-1.827, 2.419, -0.865], [-3.662, 4.731, -0.646], [-4.494, 5.539, -1.230], [-5.752, 5.107, -0.834], [-7.010, 5.617, -1.155], [-8.110, 5.000, -0.599], [-7.976, 3.895, 0.260], [-6.740, 3.372, 0.581], [-5.637, 3.999, 0.011], [-4.276, 3.748, 0.098], [4.401, 1.234, -1.940], [3.339, -0.698, -2.123], [2.227, 1.958, 1.004], [1.653, 5.238, -1.072], [-2.273, 6.960, -0.798], [-2.793, 2.402, -0.938], [-7.106, 6.470, -1.813], [-9.101, 5.371, -0.823], [-8.866, 3.444, 0.678], [-6.639, 2.521, 1.241], [-3.830, 3.200, 0.822], [0.084, -2.718, 0.856], [1.386, -2.030, -0.090], [1.519, -0.738, 0.137], [4.498, -1.563, 0.684], [3.116, 0.063, -1.097], [4.214, -2.716, 0.146], [5.339, -3.669, 1.106], [3.360, -3.274, -0.884], [4.121, -4.373, -1.960], [2.069, -2.949, -1.002], [1.059, -3.604, -2.234], [4.863, -1.011, 5.694], [4.127, -0.524, 4.693], [3.118, -1.310, 4.171], [2.387, -0.807, 3.108], [2.614, 0.497, 2.636], [3.655, 1.252, 3.176], [4.416, 0.746, 4.214], [2.944, -2.300, 4.569], [1.624, -1.451, 2.676], [3.860, 2.248, 2.806], [5.220, 1.314, 4.661], [-3.830, 1.612, 4.621], [-2.188, 1.147, 4.240], [-1.041, 2.143, 5.155], [-1.936, -0.569, 4.608], [-1.893, 1.359, 2.733], [-2.696, 1.797, 1.966], [-0.665, 0.993, 2.422]],
  "lowdin_charge": [1.36, -0.28, 0.05, -0.13, -0.04, -0.67, 0.80, -0.04, -0.05, -0.20, 0.09, -0.28, 0.19, -0.22, -0.01, -0.08, -0.08, -0.02, -0.18, 0.16, 0.08, -0.04, 0.10, 0.13, 0.12, 0.12, 0.11, 0.10, 0.10, 0.11, 0.13, 0.76, -0.80, -0.31, 0.06, 0.71, -0.83, 0.76, -0.75, 0.76, -0.77, 0.75, 0.10, -0.26, 0.01, -0.15, -0.31, -0.09, 0.01, 0.13, 0.06, 0.10, 0.13, 0.66, -1.53, 0.64, 0.63, -0.72, 0.09, -0.29]
}



5.
{
  "formula": "C2O4Sn",
  "method": "ωB97M-V/def2-TZVPD",
  "total_charge": 2,
  "gap_ev": 9.829,
  "e_above_lowest_ev": 0.051,
  "molar_mass_g_mol": 206.73,
  "symbols": ["O", "C", "O", "O", "C", "O", "Sn"],
  "coordinates": [[-1.209, -1.631, 0.393], [-2.245, -1.719, 0.853], [1.442, 0.584, 0.322], [0.252, 1.224, -1.474], [0.765, 1.474, -0.445], [0.392, 1.595, 0.804], [0.603, -1.527, -0.452]],
  "lowdin_charge": [-0.18, 0.32, -0.02, 0.22, -0.53, 0.31, 1.88]
}